<w>
DFT (ωB97M-V/def2-TZVPD) results for one molecule with the formula C3H4S.

SMILES string: S=C1CC1
LUMO level (eV): 0.16
Frontier orbital gap (eV): 8.39
HOMO (eV): -8.24

ORCA input file:
```
! wB97M-V def2-TZVPD RIJCOSX def2/J DEFGRID3
* xyz 0 1
C -0.2270 -0.6857 0.3005
C -0.2055 0.8052 0.4497
C 0.4972 0.0295 -0.7506
S -0.8794 -2.0052 0.8149
H -1.1183 1.1978 0.2999
H 0.4502 1.0171 1.2790
H 1.4684 -0.2513 -0.7438
H 0.0145 -0.1074 -1.6496
*
```

<x>
DFT (ωB97M-V/def2-TZVPD) results for one molecule with the formula C3H4S.

SMILES string: CC1=CS1
LUMO level (eV): 0.83
Frontier orbital gap (eV): 8.41
HOMO (eV): -7.58

ORCA input file:
```
! wB97M-V def2-TZVPD RIJCOSX def2/J DEFGRID3
* xyz 0 1
C -1.1375 -1.1365 0.0365
C -0.3045 -0.1705 -0.1658
C 1.0267 0.5891 0.0309
S -2.0360 0.4551 0.0050
H -1.2646 -2.1753 -0.1476
H 0.9670 1.3786 -0.8052
H 1.7515 -0.1957 0.0809
H 0.9973 1.2552 0.9653
*
```

Short version: <w>, <x>, most stable first.

<w>
DFT (ωB97M-V/def2-TZVPD) results for one molecule with the formula C3H4S.

LUMO level (spin up / spin down) (eV): -0.15 / -0.16
Frontier orbital gap (spin up / spin down) (eV): 7.91 / 7.89
HOMO (spin up / spin down) (eV): -8.06 / -8.05

ORCA input file:
```
! wB97M-V def2-TZVPD RIJCOSX def2/J DEFGRID3
* xyz 0 1
C -0.6157 0.7904 0.3183
C -1.8091 0.5104 -0.1163
C 1.8686 -0.6776 0.0372
S 1.0122 0.7605 -0.1173
H -2.0199 0.0642 -1.0849
H -2.6765 0.7465 0.4833
H 1.3520 -1.6104 0.1358
H 2.8883 -0.5839 0.3440
*
```

<x>
DFT (ωB97M-V/def2-TZVPD) results for a 2-piece molecular cluster, C3H4S overall.

LUMO level (eV): -0.09
Frontier orbital gap (eV): 9.96
HOMO (eV): -10.04

ORCA input file:
```
! wB97M-V def2-TZVPD RIJCOSX def2/J DEFGRID3
* xyz 0 1
C 1.7974 2.3667 -1.0885
C -0.7851 -0.9832 1.0859
C -0.6408 -0.3860 -0.1082
S 2.8763 1.7297 -1.9555
H -1.2153 -0.4550 1.9393
H -0.8666 -2.0629 1.2659
H -0.4149 -0.9273 -0.9963
H -0.7510 0.7180 -0.1426
*
```

Short version: <x>, <w>, most stable first.